(1)
DFT (wB97M-V/def2-TZVPD) results for C27H37IN3OPRuSSi2Te as an isolated structure.

Structure (ORCA input):
```
! RIJCOSX wB97M-V def2-TZVPD def2/J DEFGRID3
* xyz -1 2
Ru -0.90 -0.04 0.52
C 2.81 -0.31 0.91
Si 1.12 -0.90 1.61
C 1.39 -2.78 1.69
C 1.29 -0.39 3.43
C 2.18 -0.97 4.34
C 2.29 -0.48 5.63
C 1.53 0.62 6.02
C 0.65 1.20 5.13
C 0.52 0.70 3.83
Si -0.63 1.42 2.49
C 0.11 3.21 2.39
C -2.25 1.78 3.41
H 3.59 -0.60 1.62
H 2.85 0.79 0.81
H 3.03 -0.75 -0.06
H 2.45 -2.99 1.89
H 1.13 -3.28 0.77
H 0.79 -3.22 2.49
H 2.78 -1.82 4.04
H 2.98 -0.94 6.33
H 1.61 1.01 7.03
H 0.06 2.05 5.45
H 0.49 3.44 3.38
H -0.64 3.96 2.14
H 0.96 3.31 1.70
H -2.04 2.44 4.27
H -2.69 0.86 3.78
H -2.99 2.27 2.78
Te -3.54 0.54 0.03
C -3.93 1.65 -1.76
C -3.13 2.12 -2.76
C -3.84 2.76 -3.81
C -5.18 2.78 -3.60
S -5.57 2.02 -2.11
H -2.05 2.00 -2.76
H -3.37 3.19 -4.69
H -5.95 3.21 -4.23
I -2.08 -1.76 2.22
C -1.38 -0.97 -2.98
P -1.14 -1.76 -1.34
C -2.65 -2.80 -1.28
C 0.05 -3.11 -1.74
C -0.02 -4.30 -1.03
C 0.84 -5.36 -1.30
C 1.79 -5.24 -2.30
C 1.86 -4.07 -3.04
C 1.00 -3.01 -2.76
H -0.62 -0.23 -3.17
H -2.35 -0.47 -2.95
H -1.39 -1.71 -3.78
H -2.66 -3.48 -2.14
H -3.51 -2.13 -1.31
H -2.69 -3.35 -0.35
H -0.75 -4.41 -0.23
H 0.77 -6.27 -0.71
H 2.46 -6.06 -2.51
H 2.59 -3.96 -3.83
H 1.07 -2.10 -3.34
C 3.38 1.34 -2.58
N 2.14 1.85 -2.00
C 1.97 3.17 -1.81
C 0.85 3.65 -1.25
C -0.11 2.69 -0.78
N 0.12 1.38 -0.81
C 1.20 0.91 -1.53
O 1.37 -0.26 -1.79
N -1.27 3.17 -0.32
H 3.70 2.01 -3.37
H 3.18 0.35 -2.99
H 4.16 1.25 -1.82
H 2.76 3.82 -2.17
H 0.67 4.71 -1.14
H -1.31 4.13 -0.04
H -1.90 2.51 0.13
*
```

Its HOMO energy (alpha / beta) is -4.050 / -4.148 eV. Its expectation value of S² is 0.761. The calculation puts the relative energy (zero: lowest compared OMol25 entry of this formula, charge and spin) at 0.0 kcal/mol. The LUMO energy (alpha / beta) comes out at 2.239 / 2.198 eV. The total energy comes out at -88978.8872 eV.

***

(2)
DFT (wB97M-V/def2-TZVPD) results for C27H37IN3OPRuSSi2Te as an isolated structure in a non-equilibrium geometry.

Structure (ORCA input):
```
! RIJCOSX wB97M-V def2-TZVPD def2/J DEFGRID3
* xyz -1 2
Ru -0.09 0.23 0.01
C -0.29 -1.80 3.36
Si 0.01 -0.14 2.44
C -1.16 1.01 3.45
C 1.80 0.21 3.04
C 2.11 0.30 4.40
C 3.43 0.40 4.82
C 4.45 0.42 3.87
C 4.14 0.34 2.52
C 2.82 0.23 2.10
Si 2.33 0.12 0.25
C 3.28 -1.43 -0.39
C 3.28 1.63 -0.46
H 0.11 -1.72 4.37
H 0.20 -2.65 2.87
H -1.36 -2.02 3.43
H -1.44 0.52 4.39
H -2.08 1.25 2.92
H -0.66 1.95 3.69
H 1.31 0.30 5.13
H 3.67 0.46 5.87
H 5.49 0.50 4.19
H 4.94 0.37 1.79
H 4.25 -1.50 0.10
H 3.45 -1.37 -1.47
H 2.73 -2.35 -0.17
H 4.35 1.46 -0.33
H 3.00 2.53 0.09
H 3.09 1.80 -1.52
Te -0.33 2.82 0.60
C -0.11 4.91 0.16
C 0.30 5.52 -0.98
C 0.33 6.94 -0.90
C -0.06 7.39 0.33
S -0.47 6.09 1.38
H 0.58 4.96 -1.87
H 0.63 7.59 -1.71
H -0.13 8.41 0.68
I 0.48 0.69 -2.67
C -2.78 -1.08 -2.09
P -2.41 0.16 -0.79
C -3.00 1.62 -1.78
C -3.87 0.03 0.31
C -4.27 1.14 1.04
C -5.37 1.07 1.89
C -6.07 -0.13 2.02
C -5.67 -1.24 1.29
C -4.58 -1.16 0.45
H -2.41 -2.07 -1.82
H -2.26 -0.76 -2.99
H -3.85 -1.11 -2.27
H -4.05 1.49 -2.04
H -2.42 1.69 -2.70
H -2.88 2.55 -1.23
H -3.73 2.08 0.94
H -5.69 1.94 2.45
H -6.91 -0.19 2.70
H -6.22 -2.17 1.38
H -4.27 -2.03 -0.11
C -2.02 -4.64 1.57
N -1.04 -4.14 0.63
C -0.07 -4.98 0.17
C 0.77 -4.55 -0.80
C 0.68 -3.22 -1.22
N -0.09 -2.33 -0.59
C -0.98 -2.79 0.32
O -1.79 -2.05 0.88
N 1.25 -2.78 -2.37
H -2.39 -5.61 1.23
H -2.85 -3.93 1.62
H -1.60 -4.75 2.57
H -0.01 -5.96 0.64
H 1.49 -5.23 -1.25
H 2.12 -3.23 -2.63
H 1.26 -1.76 -2.47
*
```

Its HOMO energy (alpha / beta) is -3.965 / -3.754 eV. Its expectation value of S² is 0.768. The calculation puts the relative energy (zero: lowest compared OMol25 entry of this formula, charge and spin) at 47.2 kcal/mol. The LUMO energy (alpha / beta) comes out at 2.129 / 1.832 eV. The total energy comes out at -88976.8420 eV.

***

(3)
DFT (wB97M-V/def2-TZVPD) results for C27H38BBrNO4ScSe4 as an isolated structure.

Structure (ORCA input):
```
! RIJCOSX wB97M-V def2-TZVPD def2/J DEFGRID3
* xyz -2 1
Sc 1.28 0.40 -0.20
C -3.87 0.66 6.32
C -3.60 1.94 5.51
C -4.89 2.37 4.81
C -3.20 3.04 6.50
C -2.51 1.68 4.47
C -2.71 0.71 3.50
C -1.75 0.47 2.54
Br -2.12 -0.84 1.22
C -0.51 1.16 2.47
O 0.32 0.93 1.51
C -0.29 2.13 3.50
C -1.30 2.36 4.44
C 0.97 3.01 3.56
C 0.75 4.22 2.64
C 2.24 2.29 3.12
C 1.23 3.52 4.99
H -4.65 0.83 7.06
H -2.96 0.33 6.84
H -4.18 -0.16 5.66
H -5.69 2.55 5.55
H -5.24 1.61 4.12
H -4.73 3.29 4.24
H -4.01 3.19 7.22
H -3.02 3.99 5.99
H -2.30 2.78 7.06
H -3.62 0.13 3.46
H -1.12 3.12 5.18
H 0.57 3.88 1.62
H 1.63 4.86 2.64
H -0.12 4.80 2.96
H 2.29 2.13 2.05
H 2.35 1.31 3.60
H 3.11 2.90 3.40
H 0.47 4.21 5.35
H 2.18 4.05 5.00
H 1.30 2.68 5.69
N -1.42 2.72 -2.69
C -0.38 2.24 -1.95
O -0.54 1.24 -1.26
C 0.94 2.96 -2.03
C 1.84 2.57 -0.87
H -2.19 2.09 -2.82
H -1.21 3.38 -3.42
H 0.73 4.04 -2.19
H 1.38 2.59 -2.97
H 1.66 3.24 -0.02
H 2.89 2.67 -1.16
Se 3.79 0.05 0.92
Se 4.80 -1.04 -0.89
Se 4.23 0.26 -2.76
Se 1.97 -0.30 -3.00
C -1.50 -7.50 -2.99
C -1.69 -7.45 -1.47
C -1.33 -8.83 -0.91
C -3.17 -7.19 -1.15
C -0.84 -6.33 -0.87
C 0.16 -6.57 0.07
C 0.94 -5.54 0.60
C 0.70 -4.26 0.17
O 1.30 -3.10 0.51
B 0.70 -2.03 -0.24
O -0.32 -2.68 -1.04
C -0.29 -4.00 -0.78
C -1.06 -5.01 -1.31
H -2.12 -8.29 -3.43
H -0.46 -7.69 -3.24
H -1.78 -6.55 -3.45
H -1.97 -9.59 -1.36
H -1.48 -8.87 0.18
H -0.30 -9.09 -1.12
H -3.80 -7.98 -1.58
H -3.50 -6.23 -1.57
H -3.34 -7.16 -0.08
H 0.35 -7.58 0.41
H 1.71 -5.74 1.33
H -1.82 -4.77 -2.04
*
```

Its HOMO energy is -1.032 eV. The calculation puts the relative energy (zero: lowest compared OMol25 entry of this formula, charge and spin) at 19.7 kcal/mol. The LUMO energy comes out at 3.911 eV. The total energy comes out at -391108.6340 eV.